DFT (ωB97M-V/def2-TZVPD) results for an isolated molecule of C10H16ClP.

CARTESIAN COORDINATES (ANGSTROEM)
1 C 1.1520 -0.3607 -2.6144
2 C 0.5991 -0.1093 -1.2799
3 C -0.4415 -0.7695 -0.6612
4 C -1.2499 -1.9148 -1.1485
5 C -0.6722 -0.2588 0.7933
6 C -0.0921 -1.1509 1.8506
7 C -2.4196 -0.2780 1.1429
8 C 0.4501 1.0042 0.7105
9 P 0.6225 2.2488 2.1015
10 Cl -1.1984 2.8527 2.5271
11 C 1.0554 1.1170 -0.5080
12 C 2.1714 2.0479 -0.7872
13 H 2.2256 -0.4086 -2.5318
14 H 0.9532 0.5969 -3.2047
15 H 0.7313 -1.2315 -3.1261
16 H -2.3237 -1.6543 -1.4914
17 H -1.2552 -2.6954 -0.3594
18 H -0.5667 -2.1977 -2.0523
19 H -0.5482 -2.1829 1.8714
20 H -0.2583 -0.6347 2.8088
21 H 0.9758 -1.3911 1.7891
22 H -2.5500 -0.0748 2.1478
23 H -2.6729 -1.2546 0.9486
24 H -2.9467 0.4511 0.5288
25 H 0.7386 1.3569 3.1887
26 H 3.1494 1.7048 -0.4619
27 H 2.0302 2.9994 -0.2809
28 H 2.3408 2.1879 -1.9015

* multiplicity: 1
* energy above the lowest of the compared OMol25 structures with the same formula, charge and spin: 45.93 kJ/mol
* max |F|: 0.10576 Eh/bohr
* net charge: 0
* structure (SMILES): CC1=C(C)C(C)(C)C(PCl)=C1C
* HOMO level: -8.092 eV

***

DFT (ωB97M-V/def2-TZVPD) results for C3H8N2OS as an isolated structure.

CARTESIAN COORDINATES (ANGSTROEM)
1 C 0.6557 -2.2733 0.1771
2 C -1.0057 -0.8459 1.2397
3 C 0.3797 2.6334 -1.0344
4 N -0.2442 -1.1460 -0.8595
5 N -1.2131 -0.7842 -0.1693
6 O 0.0221 -1.8077 1.4126
7 S 0.8294 0.9386 -0.8141
8 H 0.1298 -3.2510 -0.1233
9 H 1.7172 -2.5277 0.1320
10 H -0.5839 0.2055 1.1171
11 H -1.9394 -0.9068 1.7609
12 H 1.2298 3.1842 -1.3964
13 H -0.3965 2.7145 -1.7973
14 H -0.2342 3.0500 -0.2484
15 H 0.6533 0.8163 0.6036

* multiplicity: 1
* energy above the lowest of the compared OMol25 structures with the same formula, charge and spin: 623.07 kJ/mol
* max |F|: 0.09866 Eh/bohr
* net charge: 0
* HOMO level: -8.225 eV

***

Number 1: energy -32438.6288 eV. Number 2: energy -19098.0443 eV.